The following is a quantum chemistry calculation of C7H6Br3NO2 as an isolated structure in a non-equilibrium geometry, from OMol25.

Atoms and positions in Å:
C: -7.20 28.30 2.19
Br: -7.23 30.09 3.13
Br: -9.01 27.60 1.59
Br: -6.22 26.86 3.23
H: -6.67 28.48 1.25
C: -6.99 27.26 -2.38
C: -8.22 27.47 -1.77
C: -8.35 28.46 -0.80
C: -7.28 29.42 -0.54
C: -6.09 29.13 -1.21
C: -5.87 28.05 -2.09
N: -7.40 30.51 0.49
O: -8.51 30.75 1.02
O: -6.42 31.17 0.76
H: -6.94 26.51 -3.17
H: -8.98 26.79 -2.14
H: -9.25 28.60 -0.23
H: -5.29 29.77 -0.88
H: -4.98 27.86 -2.67

Computed properties:
Charge   0
Total energy   -223062.7520 eV
Highest occupied orbital energy   -9.452 eV

Mulliken atomic charge list, values in e, 2 entries: number 1, C, carries 0.131; number 2, Br, carries -0.002

The following is a quantum chemistry calculation of C39H30GeN3O4RuS as an isolated structure in a non-equilibrium geometry, from OMol25.

Atoms and positions in Å:
Ru: -0.69 -0.94 0.31
O: -3.91 -2.11 -2.81
C: -4.62 -2.93 -2.02
C: -5.75 -3.54 -2.58
C: -6.52 -4.41 -1.83
C: -6.17 -4.69 -0.51
C: -5.05 -4.08 0.04
C: -4.26 -3.20 -0.69
C: -3.05 -2.56 -0.07
O: -2.38 -1.71 -0.80
N: -2.74 -2.88 1.14
N: -1.61 -2.16 1.56
C: -1.17 -2.56 2.74
C: -0.27 -1.88 3.53
C: 0.09 -2.40 4.81
C: 0.80 -1.71 5.72
C: 1.17 -0.35 5.37
C: 0.90 0.12 4.15
N: 0.33 -0.64 3.11
H: -3.17 -1.76 -2.23
H: -6.00 -3.30 -3.60
H: -7.40 -4.87 -2.27
H: -6.77 -5.37 0.08
H: -4.76 -4.27 1.06
H: -1.59 -3.47 3.14
H: -0.27 -3.40 5.03
H: 1.04 -2.13 6.69
H: 1.64 0.31 6.08
H: 1.14 1.14 3.88
O: -2.43 0.74 -7.62
C: -2.86 1.11 -6.38
O: -3.88 1.74 -6.29
C: -2.01 0.68 -5.24
C: -0.69 0.25 -5.39
C: 0.08 -0.13 -4.31
C: -0.45 -0.11 -3.00
S: 0.58 -0.55 -1.68
C: -1.79 0.32 -2.86
C: -2.54 0.70 -3.95
H: -1.67 0.15 -7.52
H: -0.21 0.24 -6.37
H: 1.10 -0.44 -4.44
H: -2.22 0.31 -1.87
H: -3.57 1.02 -3.83
C: 0.33 -0.20 1.80
Ge: 1.69 1.07 1.23
C: 3.16 0.00 0.46
C: 4.38 0.63 0.18
C: 5.47 -0.08 -0.30
C: 5.36 -1.45 -0.50
C: 4.16 -2.09 -0.23
C: 3.07 -1.37 0.25
C: 0.96 2.46 0.04
C: 1.83 3.45 -0.41
C: 1.42 4.45 -1.30
C: 0.10 4.47 -1.74
C: -0.79 3.50 -1.28
C: -0.36 2.51 -0.40
C: 2.72 2.23 2.50
C: 3.82 1.74 3.20
C: 4.43 2.48 4.22
C: 3.93 3.73 4.56
C: 2.83 4.23 3.88
C: 2.23 3.49 2.87
H: 4.48 1.70 0.35
H: 6.40 0.43 -0.52
H: 6.21 -2.02 -0.88
H: 4.06 -3.16 -0.40
H: 2.12 -1.86 0.44
H: 2.86 3.46 -0.07
H: 2.13 5.19 -1.64
H: -0.22 5.22 -2.44
H: -1.81 3.51 -1.62
H: -1.06 1.76 -0.06
H: 4.21 0.76 2.95
H: 5.28 2.07 4.74
H: 4.39 4.30 5.36
H: 2.43 5.20 4.15
H: 1.37 3.90 2.35

Computed properties:
Charge   -2
Total energy   -123524.2601 eV
Spin multiplicity   2
<S²>   0.866
Highest occupied orbital energy (alpha / beta)   -0.487 / -0.789 eV

Mulliken atomic charge list, values in e, 2 entries: number 1, Ru, carries 0.045; number 2, O, carries -0.723

The following is a quantum chemistry calculation of the molecule C5H8O in a non-equilibrium geometry, from OMol25.

Atoms and positions in Å:
C: 1.96 -0.71 0.19
C: 1.13 0.23 0.69
C: -0.31 0.41 0.37
C: -0.76 0.77 -1.03
O: -2.01 0.14 -0.68
C: -1.31 -0.66 0.35
H: 2.96 -0.47 0.28
H: 1.75 -1.58 -0.34
H: 1.41 1.14 1.21
H: -0.82 1.20 0.86
H: -0.92 1.82 -1.17
H: -0.23 0.16 -1.95
H: -0.97 -1.64 -0.05
H: -1.89 -0.82 1.25

Computed properties:
Charge   0
Total energy   -7359.0558 eV
SMILES   C=CC1COC1
Highest occupied orbital energy   -9.656 eV

Mulliken atomic charge list, values in e, 2 entries: number 1, C, carries -0.807; number 2, C, carries -0.320

The following is a quantum chemistry calculation of an isolated ion of composition CH2N5 and charge +1 in a non-equilibrium geometry, from OMol25.

Atoms and positions in Å:
C: -0.82 -0.93 -0.23
N: -1.22 -2.60 1.82
N: -1.83 -1.50 -0.53
N: -1.96 -2.79 1.01
N: -2.47 -2.57 -0.09
N: -0.08 0.11 -0.19
H: 0.80 0.04 -0.69
H: -0.54 0.95 0.05

Computed properties:
Charge   +1
Total energy   -8507.1329 eV
Highest occupied orbital energy   -15.859 eV

Mulliken atomic charge list, values in e, 2 entries: number 1, C, carries 0.387; number 2, N, carries -0.247

The following is a quantum chemistry calculation of the molecule CH2N4O in a non-equilibrium geometry, from OMol25.

Atoms and positions in Å:
O: -1.73 -0.47 -0.02
N: -0.36 -0.32 -0.01
C: 0.41 0.76 0.00
N: 1.68 0.28 0.00
N: 1.62 -1.02 0.02
N: 0.34 -1.44 -0.03
H: -2.09 0.44 0.25
H: 0.15 1.77 -0.21

Computed properties:
Charge   0
Total energy   -9073.5914 eV
SMILES   On1cnnn1
Highest occupied orbital energy   -10.735 eV

Mulliken atomic charge list, values in e, 2 entries: number 1, O, carries -0.455; number 2, N, carries 0.554

The following is a quantum chemistry calculation of C53H46N6O7PdSTe as an isolated structure, from OMol25.

Atoms and positions in Å:
Pd: 1.46 -0.88 0.45
O: -1.12 3.32 6.39
C: -1.90 2.27 6.09
O: -2.89 2.05 6.73
C: -1.48 1.39 4.94
C: -2.24 0.24 4.73
C: -1.94 -0.62 3.69
C: -0.84 -0.35 2.87
C: -0.10 0.80 3.06
C: -0.41 1.66 4.10
N: -0.50 -1.17 1.75
C: -0.87 -2.40 1.78
C: -0.72 -3.39 0.70
C: -0.99 -4.71 0.99
C: -0.80 -5.68 0.02
C: -0.35 -5.28 -1.22
C: -0.15 -3.93 -1.45
N: -0.32 -2.99 -0.52
H: -0.35 3.36 5.82
H: -3.08 0.06 5.38
H: -2.57 -1.48 3.51
H: 0.72 1.01 2.40
H: 0.20 2.55 4.20
H: -1.33 -2.79 2.69
H: -1.34 -4.97 1.99
H: -0.98 -6.73 0.24
H: -0.18 -6.00 -2.01
H: 0.14 -3.57 -2.43
O: 2.64 -0.71 3.52
C: 2.60 -1.84 3.06
C: 3.04 -3.08 3.81
C: 2.82 -4.22 2.81
C: 2.31 -3.53 1.56
O: 2.04 -4.07 0.51
N: 2.18 -2.17 1.80
H: 2.45 -3.17 4.71
H: 4.08 -2.95 4.11
H: 2.08 -4.94 3.14
H: 3.72 -4.78 2.57
C: -7.35 -1.78 -3.30
C: -5.97 -1.48 -2.80
C: -5.76 -0.92 -1.56
C: -4.49 -0.60 -1.09
C: -4.44 0.04 0.29
C: -3.37 -0.84 -1.91
Te: -1.60 -0.01 -0.92
N: 0.56 0.55 -0.81
C: 0.64 0.39 -2.10
O: -0.45 -0.06 -2.69
C: 1.79 0.73 -2.96
C: 1.70 0.61 -4.34
C: 2.79 0.93 -5.14
C: 3.96 1.37 -4.55
C: 4.05 1.51 -3.17
C: 2.96 1.19 -2.38
C: -2.21 1.94 -1.52
C: -2.78 2.12 -2.78
C: -3.11 3.39 -3.21
C: -2.87 4.48 -2.38
C: -2.32 4.29 -1.13
C: -1.99 3.02 -0.67
C: -1.48 2.88 0.74
C: -3.56 -1.43 -3.17
C: -2.46 -1.78 -4.15
C: -4.85 -1.75 -3.58
H: -8.02 -2.04 -2.48
H: -7.35 -2.60 -4.02
H: -7.77 -0.90 -3.80
H: -6.61 -0.72 -0.91
H: -5.27 -0.34 0.89
H: -4.56 1.12 0.22
H: -3.54 -0.16 0.86
H: 0.77 0.26 -4.79
H: 2.72 0.83 -6.21
H: 4.81 1.63 -5.17
H: 4.96 1.88 -2.72
H: 3.01 1.29 -1.30
H: -2.96 1.27 -3.43
H: -3.55 3.53 -4.19
H: -3.12 5.48 -2.72
H: -2.16 5.15 -0.48
H: -2.26 3.17 1.45
H: -0.62 3.53 0.91
H: -1.18 1.86 0.99
H: -1.52 -1.31 -3.92
H: -2.76 -1.47 -5.15
H: -2.32 -2.86 -4.18
H: -4.98 -2.20 -4.56
N: 7.26 -2.31 -4.29
C: 6.38 -2.20 -3.56
C: 5.27 -2.05 -2.65
C: 3.97 -2.15 -3.11
C: 2.94 -1.96 -2.20
N: 3.14 -1.70 -0.91
C: 4.40 -1.65 -0.47
C: 5.50 -1.82 -1.30
H: 3.75 -2.35 -4.15
H: 1.92 -2.03 -2.53
H: 4.54 -1.47 0.58
H: 6.50 -1.75 -0.91
O: 2.37 6.69 4.60
C: 1.76 6.18 3.52
O: 0.91 6.81 2.95
C: 2.17 4.81 3.06
C: 1.72 4.41 1.81
C: 2.02 3.16 1.31
C: 2.82 2.29 2.06
S: 3.28 0.75 1.40
C: 3.28 2.68 3.32
C: 2.94 3.93 3.82
H: 3.10 6.13 4.90
H: 1.11 5.10 1.24
H: 1.64 2.83 0.35
H: 3.88 1.99 3.91
H: 3.30 4.19 4.81

Computed properties:
Charge   +1
Total energy   -100582.7256 eV
Spin multiplicity   2
<S²>   0.795
Highest occupied orbital energy (alpha / beta)   -10.773 / -10.718 eV

Mulliken atomic charge list, values in e, 2 entries: number 1, Pd, carries 2.372; number 2, O, carries -0.513

The following is a quantum chemistry calculation of C16H22Cl2O2Ru as an isolated structure in a non-equilibrium geometry, from OMol25.

Atoms and positions in Å:
C: 0.12 -1.53 -1.52
C: 0.97 -0.40 -1.74
C: 0.15 0.76 -1.91
C: 2.43 -0.43 -2.02
C: -1.19 0.35 -1.85
C: -1.24 -1.06 -1.64
C: -2.44 -1.91 -1.60
C: 0.50 -2.95 -1.68
C: 0.66 2.12 -2.18
C: -2.38 1.23 -1.99
Ru: 0.31 -0.67 0.47
Cl: 2.23 0.71 0.67
Cl: 2.00 -2.11 1.11
O: -1.45 0.27 0.95
H: 2.87 -1.43 -2.02
H: 2.97 0.10 -1.20
H: 2.71 0.15 -2.92
H: 1.58 2.33 -1.63
H: -0.09 2.89 -1.92
H: 0.89 2.24 -3.25
H: -2.15 2.25 -1.62
H: -3.23 0.84 -1.41
H: -2.72 1.34 -3.04
H: -3.28 -1.36 -1.14
H: -2.23 -2.78 -0.99
H: -2.77 -2.24 -2.59
H: 1.55 -3.12 -1.42
H: 0.35 -3.25 -2.73
H: -0.13 -3.58 -1.04
H: -1.64 1.20 1.09
O: -0.84 -2.35 1.18
H: -1.72 -2.08 1.48
C: 0.94 1.90 4.63
C: 0.59 0.54 4.71
C: 0.33 -0.18 3.53
C: 0.29 0.50 2.33
C: 0.55 1.88 2.25
C: 0.95 2.56 3.38
H: 1.20 2.46 5.52
H: 0.52 0.06 5.67
H: 0.12 -1.25 3.53
H: 0.47 2.39 1.28
H: 1.26 3.62 3.28

Computed properties:
Charge   -2
Total energy   -48667.1640 eV
Spin multiplicity   5
<S²>   6.070
Highest occupied orbital energy (alpha / beta)   0.647 / -0.448 eV

Mulliken atomic charge list, values in e, 2 entries: number 1, C, carries 0.086; number 2, C, carries -0.379

The following is a quantum chemistry calculation of a 2-piece molecular cluster, C10H18IN2O3S overall in a non-equilibrium geometry, from OMol25.

Atoms and positions in Å:
C: -0.93 3.78 -1.04
C: 0.65 4.20 -1.03
C: 1.32 3.46 -2.28
I: 3.07 4.71 -2.83
C: 1.96 2.02 -1.91
C: 1.33 1.33 -0.67
C: 1.99 -0.08 -0.43
C: 3.06 -0.38 -1.49
N: 3.52 0.43 -2.54
N: 2.98 1.63 -2.76
H: -1.52 4.36 -1.84
H: -1.02 2.67 -1.37
H: -1.41 3.83 -0.01
H: 1.11 3.96 -0.02
H: 0.64 5.34 -1.15
H: 0.62 3.41 -3.19
H: 0.48 1.72 -0.03
H: 1.67 -0.77 0.42
H: 3.56 -1.41 -1.40
H: 4.26 0.09 -3.18
O: -1.96 -1.01 1.08
S: -1.26 -1.92 1.95
O: 0.00 -2.51 1.58
O: -2.27 -3.09 2.42
C: -2.96 -3.83 1.42
C: -2.07 -4.88 0.78
C: -1.06 -1.15 3.54
H: -3.39 -3.17 0.67
H: -3.79 -4.33 1.92
H: -1.28 -4.41 0.19
H: -2.65 -5.53 0.12
H: -1.58 -5.49 1.54
H: -2.03 -0.75 3.85
H: -0.34 -0.35 3.43
H: -0.70 -1.89 4.25

Computed properties:
Charge   +1
Total energy   -38709.4718 eV
Highest occupied orbital energy   -12.181 eV

Mulliken atomic charge list, values in e, 2 entries: number 1, C, carries -1.092; number 2, C, carries -0.519

Question: Among the records above, which one has the lowest total energy?
Answer: C7H6Br3NO2